(1)
C3H6S2 | ωB97M-V with the def2-TZVPD basis set

- HOMO: -8.8 eV
- Largest force on an atom: 0.03301 hartree/bohr
- Energy relative to the best compared isomer or geometry (same formula, charge and spin): 18.9 kcal per mole

ORCA input file:
```
! wB97M-V def2-TZVPD RIJCOSX def2/J DEFGRID3
* xyz 0 1
H 0.1627 -1.9338 0.9501
S -1.6961 -0.5059 -0.1247
H -2.5481 0.5586 -0.2333
H 2.1574 -0.3444 -0.9105
C -0.1268 0.1789 0.1684
C 0.7343 -0.9755 0.6898
H 1.2651 -1.6703 -1.3547
H 2.5281 -1.9231 -0.2312
C 1.7248 -1.2392 -0.4454
S 0.5224 1.6371 -0.0219
H 1.2200 -0.5721 1.6486
*
```

Atomic partial charges in e from the natural (NBO) method, atoms 1 to 8:
1 H 0.2250
2 S 0.0998
3 H 0.1442
4 H 0.2282
5 C -0.2941
6 C -0.4952
7 H 0.2101
8 H 0.2181


(2)
C4H3BrO | ωB97M-V with the def2-TZVPD basis set

- HOMO (alpha / beta): -8.0 / -9.9 eV
- Largest force on an atom: 0.07703 hartree/bohr
- Energy relative to the best compared isomer or geometry (same formula, charge and spin): 30.8 kcal per mole

ORCA input file:
```
! wB97M-V def2-TZVPD RIJCOSX def2/J DEFGRID3
* xyz 0 3
H -0.7338 -2.7126 -1.5135
H -0.7631 3.0725 0.6569
C 1.3635 -1.2487 1.0366
H -1.9229 2.2680 -0.3824
C 0.7634 -1.9293 -0.0246
Br 2.8067 -0.2204 0.5123
C -0.1309 -2.3071 -0.8035
O -0.3798 1.0217 0.2705
C -1.0029 2.0558 0.2477
*
```

Atomic partial charges in e from the natural (NBO) method, atoms 1 to 8:
1 H 0.2168
2 H 0.1042
3 C -0.0065
4 H 0.0903
5 C -0.2110
6 Br 0.1231
7 C -0.1215
8 O -0.4896


(3)
C6H8N | ωB97M-V with the def2-TZVPD basis set

- HOMO (alpha / beta): -11.1 / -15.5 eV
- Largest force on an atom: 0.20024 hartree/bohr
- Energy relative to the best compared isomer or geometry (same formula, charge and spin): 64.5 kcal per mole

ORCA input file:
```
! wB97M-V def2-TZVPD RIJCOSX def2/J DEFGRID3
* xyz 1 3
C -0.6126 -1.2628 0.8256
N 0.4610 -0.9665 1.3460
H -2.5673 -0.5600 0.1752
H -2.2532 -0.8794 1.9584
H 0.2070 0.4198 -2.7277
H 1.5377 1.7090 -2.6185
H -1.5749 0.6084 0.9672
C 1.8175 0.3269 0.1491
C -1.8453 -0.4396 0.9552
C 1.5451 -0.3740 1.3601
C 0.6377 1.2708 -2.1178
C 1.1217 0.6473 -0.8252
H -0.1584 2.0155 -1.8971
H 2.3535 -0.3280 2.1581
H -0.6695 -2.1871 0.2915
*
```

Atomic partial charges in e from the natural (NBO) method, atoms 1 to 8:
1 C 0.2880
2 N -0.2185
3 H 0.2593
4 H 0.2899
5 H 0.2756
6 H 0.2916
7 H 0.2457
8 C 0.1418


(4)
C31H26F2NOS | ωB97M-V with the def2-TZVPD basis set

- HOMO: -9.1 eV
- Largest force on an atom: 0.05079 hartree/bohr

ORCA input file:
```
! wB97M-V def2-TZVPD RIJCOSX def2/J DEFGRID3
* xyz 1 1
H -0.6299 -3.6713 0.2959
H -6.5571 -5.2929 0.3888
C 3.0348 -1.3762 -2.3788
H 1.5264 -0.7065 4.0270
H 0.8824 4.7504 -4.4790
C -0.4239 2.0679 3.6079
C 0.8386 2.4234 -0.7213
C -4.7067 -4.3350 -0.1212
C -2.7629 -4.9615 1.2143
H -1.7037 -4.9025 1.4505
C 2.3720 5.7473 -0.9957
C 1.0311 0.1689 2.1265
C -1.1560 -3.0756 -0.4548
S 0.4108 2.6142 -2.4144
C 3.1619 -2.8639 -0.5099
C -0.4213 -2.2034 -1.2534
C 0.3539 1.3540 0.0244
H -0.9921 2.8113 4.1707
H -0.9481 -1.6965 -2.0651
C 1.3186 5.0515 -3.5279
C 0.2917 1.0586 4.2584
H 2.7216 6.0170 -0.0001
C -5.4973 -5.2030 0.6160
H 1.0658 -0.5976 -2.8037
C 1.7360 4.5154 -1.2036
H 1.3600 3.9074 1.7960
H -3.0621 -2.6252 -1.3155
H 1.3350 -3.2796 0.5655
C 0.9980 -2.0829 -1.2362
H 0.2901 1.0124 5.3493
H 2.9177 4.3414 1.0557
H -5.1287 -3.7556 -0.9441
H 2.5622 2.6350 1.3846
H -2.1688 0.7023 0.4841
C -1.8644 0.6424 -0.5708
H 3.5105 -0.8086 -3.1772
C 1.6656 -1.2746 -2.1906
C 1.9996 6.2604 -3.3438
H 4.8769 -2.3377 -1.7134
H -2.1448 1.5564 -1.1144
H -0.9917 2.8796 1.6587
F -3.0386 -6.5623 2.9415
C -0.4159 2.1327 2.2170
C 1.1997 4.1764 -2.4469
C 2.1245 3.5892 1.0745
C 3.8076 -2.2140 -1.5605
C -3.3230 -4.1730 0.1705
O -0.4306 0.4798 -0.6720
C 2.5293 6.6049 -2.0881
C -2.5352 -3.2460 -0.5832
H 2.1177 6.9400 -4.1861
C 0.3617 1.2239 1.4787
F 3.9212 -3.5925 0.3729
C 0.9956 0.1006 3.5190
N 1.5644 3.4971 -0.2658
C 1.7930 -2.7862 -0.2921
H 1.5646 -0.5548 1.5098
H -2.2895 -0.2444 -1.0496
C -4.9560 -5.9488 1.6759
H -5.5643 -6.6203 2.2753
H 3.0648 7.5445 -1.9590
C -3.5930 -5.8141 1.9291
*
```

Atomic partial charges in e from the natural (NBO) method, atoms 1 to 8:
1 H 0.2172
2 H 0.2426
3 C -0.2048
4 H 0.2207
5 H 0.2248
6 C -0.2111
7 C 0.0486
8 C -0.1276


> Which of these has the lowest largest force on an atom?

C3H6S2